(1)
70
Properties=species:S:1:pos:R:3:lowdin_spin:R:1 method="wB97M-V/def2-TZVPD" relative_energy_kj_mol=0.0 charge=0 e_homo_ev="-8.41 / -8.86" gap_ev="8.79 / 6.51" molar_mass_g_mol=750.475 spin_multiplicity=3 total_energy_ha=-2901.3513
Pd 0.54466 -0.17741 0.82157 0.939
C -3.38683 1.05077 1.96830 0.032
Si -1.64404 1.44281 1.45139 0.099
C -1.55034 1.60498 -0.41513 0.027
C -1.49306 3.14387 2.23660 0.008
C -0.57767 0.16044 2.40602 0.449
C 0.31731 0.55193 3.51169 0.049
C -0.11398 0.91948 4.81974 0.022
C 0.86366 1.25263 5.74991 -0.002
C 2.24010 1.34206 5.38736 0.020
C 2.56667 0.97997 4.05799 0.004
N 1.64303 0.61105 3.20831 0.069
Si -1.00371 -1.70139 2.07177 0.079
C 0.46058 -2.84652 2.31556 0.015
C -2.19197 -2.02606 3.47616 0.029
C -1.70606 -2.10748 0.37120 0.021
H -4.09811 1.87641 1.83748 0.005
H -3.37473 0.81841 3.09630 0.000
H -3.73672 0.16433 1.37092 0.000
H -1.36267 0.70752 -1.04801 0.002
H -0.93666 2.44057 -0.68940 0.000
H -2.56594 2.00135 -0.73886 0.003
H -2.34680 3.76851 1.93029 0.001
H -0.59560 3.70754 2.16645 0.000
H -1.67292 2.92820 3.35615 0.000
H -1.17428 0.93199 5.11373 0.002
H 0.50586 1.60490 6.73356 0.000
H 2.96606 1.69795 6.07916 0.001
H 3.59969 0.96954 3.67703 0.000
H 1.46087 -2.48932 2.55668 0.000
H 0.65816 -3.39523 1.36993 0.000
H 0.17072 -3.69777 2.99927 0.002
H -1.55183 -2.09028 4.42352 0.000
H -2.77250 -2.98278 3.30922 0.004
H -2.93832 -1.24128 3.70081 0.000
H -2.66278 -1.65241 0.24619 0.000
H -1.87492 -3.22649 0.33608 0.003
H -1.03386 -1.96016 -0.48694 0.003
N 2.45270 0.80692 -2.42387 0.001
C 3.48124 -0.24743 -2.07345 0.001
C 3.24884 -0.91658 -0.69675 0.012
N 1.93458 -1.35307 -0.49229 0.057
H 2.91977 1.71249 -2.48332 0.000
H 1.73418 0.95291 -1.71280 0.002
H 1.94769 0.51948 -3.38137 0.000
H 4.41951 0.28224 -1.93772 0.000
H 3.54258 -0.90828 -2.96688 0.000
H 3.61202 -0.19950 0.05844 0.003
H 3.98469 -1.73244 -0.60796 0.002
H 1.85755 -2.26639 -0.10764 0.002
H 1.36600 -1.30236 -1.44828 0.005
I -4.75191 -1.19363 -7.84098 0.000
C -3.09861 -1.02933 -6.59116 0.000
C -3.19030 -1.06201 -5.18343 0.000
C -2.06663 -1.06837 -4.39267 0.000
C -0.76005 -0.91601 -4.94436 0.000
C -0.71042 -0.86673 -6.32346 0.000
C -1.82400 -0.95432 -7.11436 0.000
C 0.42191 -0.72684 -4.06170 0.000
O 1.43808 -0.18767 -4.53449 0.000
O 0.37312 -1.18632 -2.80486 0.002
H -4.13644 -1.08907 -4.64645 0.000
H -2.05896 -1.18182 -3.29360 0.000
H 0.27417 -0.88002 -6.71830 0.000
H -1.67461 -0.82681 -8.19456 0.000
O 3.32892 3.54759 1.42439 0.002
Cl 3.14279 2.52823 0.40274 0.001
O 3.85359 1.31427 0.85776 0.000
O 3.63190 3.05703 -0.84755 0.001
O 1.67504 2.29119 0.30294 0.021

(2)
66
Properties=species:S:1:pos:R:3:mulliken_charge:R:1 method="wB97M-V/def2-TZVPD" charge=+1 e_homo_ev=-10.68 gap_ev=6.15 molar_mass_g_mol=477.559 total_energy_ha=-2145.5460
C 0.23065 4.38917 -1.09921 -0.460
C 1.07706 3.94354 -0.18550 -0.038
C 2.24663 3.37720 0.77933 -0.461
C 2.13613 1.74029 0.70219 0.061
N 3.09165 1.16651 -0.16034 -1.176
N 2.95723 -0.16326 -0.12175 0.976
C 3.96516 -0.82309 -1.06430 -0.359
O 4.62329 0.12712 -1.93188 -0.113
O 5.20648 -0.54550 -2.94345 -0.436
C 2.08005 -1.00933 0.59835 0.615
C 2.17946 -2.61303 0.47393 -0.183
F 1.93110 -3.31380 1.74821 -0.322
C 1.09892 -3.04608 -0.68124 0.094
C 0.72772 -4.62017 -0.66281 -1.049
C 0.96104 -0.44799 1.53329 -0.036
P -0.37236 -1.31909 2.53911 0.273
C 0.28178 -2.13679 4.11563 -0.675
C 1.45730 -1.30300 4.86994 -0.852
C -1.47693 -2.46386 1.51440 -0.436
C -2.25622 -1.65302 0.35033 -0.733
C 1.02219 1.12259 1.57246 0.270
C -0.00945 1.97126 2.46438 -0.862
O -0.02928 1.60227 3.87847 -0.308
C -1.44764 1.49457 4.28063 -0.568
H -0.47182 5.00074 -1.78834 0.407
H 3.25179 3.75627 0.32460 0.359
H 2.09433 3.76060 1.85904 0.350
H 4.72329 -1.43280 -0.42259 0.306
H 3.42924 -1.59595 -1.73594 0.242
H 5.30246 0.12058 -3.66741 0.334
H 3.18630 -3.03665 0.13361 0.388
H 1.63156 -2.84703 -1.70316 0.335
H 0.19318 -2.33632 -0.66192 -0.072
H 0.85681 -5.02129 -1.75181 0.332
H 1.33448 -5.25527 0.07614 0.273
H -0.41748 -4.68991 -0.46003 0.299
H 0.70596 -3.21182 3.95927 0.326
H -0.57191 -2.26863 4.90196 0.460
H 2.28503 -0.97894 4.13740 0.195
H 1.90666 -1.88830 5.77431 0.368
H 0.97897 -0.35093 5.34675 0.174
H -0.90176 -3.39442 1.16084 0.160
H -2.30090 -2.86035 2.24334 0.502
H -3.14819 -1.08731 0.81791 0.355
H -2.56585 -2.42901 -0.44771 0.344
H -1.49646 -0.88794 -0.08518 -0.011
H 0.11270 3.11122 2.41546 0.285
H -1.07411 1.74393 2.03549 0.362
H -1.54349 1.14813 5.39092 0.229
H -2.01346 0.67950 3.66730 0.231
H -1.93230 2.51926 4.08272 0.322
C -3.77421 1.94593 -4.92754 -0.626
C -2.44897 2.68309 -4.72984 -0.743
C -2.18078 2.74920 -3.22556 -0.403
S -2.99297 1.32563 -2.50965 1.147
O -4.06377 1.78721 -1.65649 -0.711
O -1.99202 0.38489 -2.05230 -0.621
C -3.70206 0.71860 -4.02942 -0.740
H -3.93270 1.66968 -5.97240 0.358
H -4.60463 2.58925 -4.61750 0.294
H -1.64510 2.12619 -5.22338 0.308
H -2.47298 3.68295 -5.17031 0.326
H -1.11289 2.70574 -3.00477 0.221
H -2.61661 3.64620 -2.78045 0.347
H -4.67694 0.27182 -3.83324 0.423
H -3.02036 -0.03025 -4.44031 0.344

(3)
63
Properties=species:S:1:pos:R:3:mulliken_charge:R:1 method="wB97M-V/def2-TZVPD" charge=+1 e_homo_ev=-10.65 gap_ev=4.96 molar_mass_g_mol=400.511 total_energy_ha=-1351.3374
O -2.69731 2.20465 1.62088 -0.445
C -1.63927 2.28908 0.80990 0.332
O -1.34127 1.13383 -0.05415 -0.322
C -0.77364 3.70917 0.82883 0.347
C -0.30400 4.50304 2.19151 -0.505
C 0.59852 5.88353 1.99297 -0.017
N 0.95733 6.37919 0.58501 0.232
C 1.82116 7.63102 0.43197 -0.706
C 3.28988 7.23610 -0.21254 -0.453
C 3.80042 5.71842 0.14130 -0.142
F 3.53324 4.84356 -1.06031 -0.315
C 0.50104 5.69346 -0.69709 -0.021
C -0.38928 4.31564 -0.67192 -0.499
H -0.35216 0.96938 -0.13945 0.340
H -0.59705 4.10669 3.25304 0.386
H 1.02843 6.53079 2.88047 0.320
H 1.89645 8.25236 1.43067 0.329
H 1.22724 8.32941 -0.33006 0.311
H 4.15139 7.99836 0.07566 0.381
H 3.18257 7.32450 -1.39450 0.292
H 3.28305 5.22919 1.07901 0.166
H 4.97096 5.64751 0.35110 0.279
H 0.82064 6.12985 -1.73476 0.332
H -0.71351 3.79920 -1.68402 0.359
C -2.09576 -2.16997 -0.91317 -0.191
C -2.78243 -1.77366 0.36829 -0.438
C -3.05857 -3.11674 1.00825 -0.447
O -2.01428 -4.00303 0.58273 -0.405
C -1.28586 -3.37223 -0.47969 -0.475
H -1.48195 -1.37631 -1.34656 0.187
H -2.84307 -2.47114 -1.65692 0.169
H -2.09294 -1.19587 0.99506 0.109
H -3.68693 -1.17909 0.21701 0.410
H -4.01115 -3.53292 0.66365 0.276
H -3.07520 -3.06505 2.10073 0.317
H -0.31032 -3.07095 -0.08274 0.244
H -1.12654 -4.08634 -1.29232 0.259
C -0.23823 -4.60261 3.33302 -0.053
C -0.17907 -5.56323 4.49251 -0.613
C 1.11234 -5.16154 5.17116 -0.458
O 1.28846 -3.75816 4.93320 -0.430
C 0.34569 -3.34330 3.93505 -0.391
H -1.24516 -4.45700 2.93381 -0.002
H 0.40480 -4.96145 2.52056 0.206
H -1.02600 -5.38469 5.16549 0.280
H -0.19514 -6.61451 4.19405 0.361
H 1.96998 -5.68464 4.73507 0.256
H 1.09731 -5.35333 6.24794 0.295
H -0.42662 -2.74669 4.43268 0.277
H 0.84673 -2.71615 3.19254 0.245
C -0.76474 -2.37612 -5.75769 -0.548
C 0.21527 -3.40090 -5.24763 -0.468
C 1.22635 -2.53926 -4.52312 -0.429
O 0.51836 -1.39481 -4.02703 -0.389
C -0.78233 -1.36653 -4.63088 -0.128
H -1.75369 -2.78554 -5.97866 0.332
H -0.37384 -1.91082 -6.67039 0.261
H -0.28390 -4.06939 -4.53627 0.213
H 0.66237 -4.01232 -6.03553 0.333
H 2.00463 -2.18092 -5.20520 0.289
H 1.70564 -3.06445 -3.69190 0.258
H -1.51311 -1.64230 -3.86280 0.005
H -1.00594 -0.35395 -4.97781 0.302

Please write out number 2 again, unchanged.
66
Properties=species:S:1:pos:R:3:mulliken_charge:R:1 method="wB97M-V/def2-TZVPD" charge=+1 e_homo_ev=-10.68 gap_ev=6.15 molar_mass_g_mol=477.559 total_energy_ha=-2145.5460
C 0.23065 4.38917 -1.09921 -0.460
C 1.07706 3.94354 -0.18550 -0.038
C 2.24663 3.37720 0.77933 -0.461
C 2.13613 1.74029 0.70219 0.061
N 3.09165 1.16651 -0.16034 -1.176
N 2.95723 -0.16326 -0.12175 0.976
C 3.96516 -0.82309 -1.06430 -0.359
O 4.62329 0.12712 -1.93188 -0.113
O 5.20648 -0.54550 -2.94345 -0.436
C 2.08005 -1.00933 0.59835 0.615
C 2.17946 -2.61303 0.47393 -0.183
F 1.93110 -3.31380 1.74821 -0.322
C 1.09892 -3.04608 -0.68124 0.094
C 0.72772 -4.62017 -0.66281 -1.049
C 0.96104 -0.44799 1.53329 -0.036
P -0.37236 -1.31909 2.53911 0.273
C 0.28178 -2.13679 4.11563 -0.675
C 1.45730 -1.30300 4.86994 -0.852
C -1.47693 -2.46386 1.51440 -0.436
C -2.25622 -1.65302 0.35033 -0.733
C 1.02219 1.12259 1.57246 0.270
C -0.00945 1.97126 2.46438 -0.862
O -0.02928 1.60227 3.87847 -0.308
C -1.44764 1.49457 4.28063 -0.568
H -0.47182 5.00074 -1.78834 0.407
H 3.25179 3.75627 0.32460 0.359
H 2.09433 3.76060 1.85904 0.350
H 4.72329 -1.43280 -0.42259 0.306
H 3.42924 -1.59595 -1.73594 0.242
H 5.30246 0.12058 -3.66741 0.334
H 3.18630 -3.03665 0.13361 0.388
H 1.63156 -2.84703 -1.70316 0.335
H 0.19318 -2.33632 -0.66192 -0.072
H 0.85681 -5.02129 -1.75181 0.332
H 1.33448 -5.25527 0.07614 0.273
H -0.41748 -4.68991 -0.46003 0.299
H 0.70596 -3.21182 3.95927 0.326
H -0.57191 -2.26863 4.90196 0.460
H 2.28503 -0.97894 4.13740 0.195
H 1.90666 -1.88830 5.77431 0.368
H 0.97897 -0.35093 5.34675 0.174
H -0.90176 -3.39442 1.16084 0.160
H -2.30090 -2.86035 2.24334 0.502
H -3.14819 -1.08731 0.81791 0.355
H -2.56585 -2.42901 -0.44771 0.344
H -1.49646 -0.88794 -0.08518 -0.011
H 0.11270 3.11122 2.41546 0.285
H -1.07411 1.74393 2.03549 0.362
H -1.54349 1.14813 5.39092 0.229
H -2.01346 0.67950 3.66730 0.231
H -1.93230 2.51926 4.08272 0.322
C -3.77421 1.94593 -4.92754 -0.626
C -2.44897 2.68309 -4.72984 -0.743
C -2.18078 2.74920 -3.22556 -0.403
S -2.99297 1.32563 -2.50965 1.147
O -4.06377 1.78721 -1.65649 -0.711
O -1.99202 0.38489 -2.05230 -0.621
C -3.70206 0.71860 -4.02942 -0.740
H -3.93270 1.66968 -5.97240 0.358
H -4.60463 2.58925 -4.61750 0.294
H -1.64510 2.12619 -5.22338 0.308
H -2.47298 3.68295 -5.17031 0.326
H -1.11289 2.70574 -3.00477 0.221
H -2.61661 3.64620 -2.78045 0.347
H -4.67694 0.27182 -3.83324 0.423
H -3.02036 -0.03025 -4.44031 0.344